Entry 1:
DFT (ωB97M-V/def2-TZVPD) results for a structure of composition C33H38AlFN9O3S.

## Properties
- highest occupied orbital energy (eV) = -5.5
- net charge = -1
- DFT total energy (eV) = -74541.4396
- LUMO (eV) = 2.25

Each line ends with the Löwdin charge.
Atoms and positions in Å:
C: -0.85699 -2.44071 3.59872  -0.176
Al: -0.46907 -1.66394 1.79793  0.324
C: 1.47187 -1.11851 1.74775  -0.314
N: 2.34155 -2.24378 2.20574  -0.082
C: -0.88452 -2.83156 0.19933  -0.294
C: 0.09328 -3.97901 -0.02810  -0.523
S: 0.42120 -5.10931 1.36350  0.980
C: -1.12425 -5.68993 1.88283  -0.697
N: -1.30211 -6.66101 2.71576  0.030
N: -2.67138 -6.74456 2.92961  0.027
C: -3.19997 -5.83547 2.20593  -0.205
O: -2.29311 -5.12257 1.51027  0.031
C: -1.65821 0.02175 1.52396  -0.297
O: -1.29337 1.11304 1.86990  0.009
N: -3.01026 0.01602 0.78385  0.118
C: -3.89972 -0.92176 1.18128  -0.599
O: -4.14782 -1.31532 2.27675  0.129
F: -4.59513 -1.40530 0.10018  0.045
H: -0.39757 -3.41439 3.76636  -0.019
H: -1.91520 -2.52894 3.83723  -0.017
H: -0.42824 -1.77839 4.35793  0.000
H: 1.81032 -0.81680 0.75351  0.032
H: 1.58148 -0.25313 2.41001  0.037
H: 3.10707 -1.88581 2.76416  0.037
H: 1.81984 -2.84683 2.83271  0.005
H: -0.77582 -2.19513 -0.68730  0.040
H: -1.90505 -3.19777 0.16428  0.032
H: 1.08513 -3.56461 -0.19453  0.061
H: -0.17223 -4.56680 -0.90495  0.056
H: -4.23499 -5.57794 2.09673  0.130
H: -2.87323 -0.03338 -0.21913  0.119
N: 0.45809 5.24389 -1.94187  0.038
C: 0.96107 4.04292 -1.65230  -0.156
C: 0.50278 3.24724 -0.61317  -0.058
C: -0.53316 3.72095 0.17711  -0.058
C: -1.06686 4.96720 -0.11478  -0.069
C: -0.54046 5.68353 -1.17773  -0.165
H: 1.77293 3.70629 -2.28946  0.097
H: 0.94474 2.27718 -0.42514  0.105
H: -0.91252 3.12481 0.99647  0.082
H: -1.87799 5.37704 0.47167  0.100
H: -0.93578 6.66133 -1.43444  0.098
N: -2.26738 -3.99975 6.28279  0.074
C: -2.53592 -3.23933 7.33856  -0.153
C: -3.67086 -3.38722 8.12338  -0.086
C: -4.57742 -4.38062 7.78783  -0.097
C: -4.31098 -5.17871 6.68734  -0.075
C: -3.14450 -4.94931 5.96969  -0.136
H: -1.80626 -2.46732 7.56077  0.103
H: -3.83868 -2.73687 8.97161  0.093
H: -5.47716 -4.52755 8.37257  0.097
H: -4.99006 -5.96448 6.38487  0.097
H: -2.90085 -5.55431 5.10186  0.080
N: 4.57791 1.86820 -1.97549  0.067
C: 5.55427 2.02540 -2.86488  -0.154
C: 6.35255 3.15761 -2.93888  -0.074
C: 6.11968 4.18516 -2.03975  -0.100
C: 5.10604 4.03679 -1.10688  -0.084
C: 4.36845 2.86145 -1.11521  -0.158
H: 5.70177 1.20067 -3.55379  0.102
H: 7.13176 3.23037 -3.68530  0.099
H: 6.71683 5.08843 -2.06730  0.102
H: 4.88515 4.81372 -0.38706  0.105
H: 3.56850 2.70682 -0.39952  0.099
N: 4.84166 7.98150 -5.43119  0.043
C: 3.59451 8.20061 -5.84259  -0.169
C: 2.47149 7.71978 -5.18595  -0.075
C: 2.64589 6.96611 -4.03516  -0.067
C: 3.93889 6.72986 -3.59605  -0.064
C: 4.99442 7.25620 -4.32517  -0.163
H: 3.49404 8.79227 -6.74667  0.097
H: 1.48248 7.93123 -5.56967  0.098
H: 1.79860 6.56775 -3.48788  0.075
H: 4.12403 6.14423 -2.70671  0.079
H: 6.01975 7.08969 -4.00998  0.095
N: -1.39762 -3.16306 -3.32560  0.074
C: -2.55195 -2.57412 -3.02390  -0.140
C: -3.60822 -2.45784 -3.91648  -0.068
C: -3.45687 -2.97718 -5.19168  -0.090
C: -2.25896 -3.59142 -5.52014  -0.083
C: -1.26656 -3.65809 -4.55303  -0.155
H: -2.63115 -2.18437 -2.01496  0.082
H: -4.52540 -1.97173 -3.61281  0.101
H: -4.25806 -2.90531 -5.91643  0.100
H: -2.09397 -4.01174 -6.50308  0.095
H: -0.31611 -4.13403 -4.77067  0.102

Entry 2:
DFT (ωB97M-V/def2-TZVPD) results for the molecule CH5N3O at a distorted geometry.

## Properties
- highest occupied orbital energy (eV) = -9.8
- net charge = 0
- DFT total energy (eV) = -7634.8305
- SMILES string = NNC(N)=O
- LUMO (eV) = 0.73

Each line ends with the natural charge from an NBO analysis.
Atoms and positions in Å:
N: 1.33563 -0.41923 0.04981  -0.663
N: 0.41551 0.79720 -0.10816  -0.520
C: -0.90028 0.38755 0.15459  0.756
N: -1.12615 -0.85186 -0.43037  -0.895
O: -1.77842 1.02088 0.65348  -0.624
H: 2.19008 0.02936 -0.40750  0.365
H: 1.52992 -0.49296 1.04843  0.352
H: 0.72763 1.69360 0.50646  0.373
H: -2.13125 -0.87665 -0.54069  0.414
H: -0.26268 -1.28789 -0.92604  0.441

Entry 3:
DFT (ωB97M-V/def2-TZVPD) results for a cluster of 2 separate species, C22H26NO in total at a distorted geometry.

## Properties
- highest occupied orbital energy (eV) = -9.5
- net charge = +1
- DFT total energy (eV) = -26764.5167
- LUMO (eV) = -5.77

Each line ends with the natural charge from an NBO analysis.
Atoms and positions in Å:
C: 0.19391 2.59146 -0.44592  -0.628
C: 0.06719 2.40266 1.01571  -0.345
C: -1.09836 2.20326 1.68947  0.038
N: -1.20905 2.15257 3.04432  -0.426
C: -2.52283 1.82684 3.57291  -0.226
C: -2.70044 2.24976 5.02994  -0.072
O: -1.56191 1.93806 5.82459  -0.523
C: -0.32769 2.46271 5.36445  -0.069
C: -0.01804 2.09845 3.89815  -0.241
H: 1.11683 3.15052 -0.61186  0.221
H: 0.24754 1.67617 -1.03905  0.170
H: -0.62665 3.20457 -0.84213  0.211
H: 0.96786 2.53107 1.60808  0.197
H: -2.05426 2.19105 1.15217  0.189
H: -3.25764 2.35461 2.95699  0.204
H: -2.71399 0.75074 3.48435  0.172
H: -2.92268 3.33011 5.07320  0.169
H: -3.52764 1.68219 5.48004  0.204
H: -0.30971 3.55988 5.46743  0.167
H: 0.42398 2.02302 6.03312  0.204
H: 0.44849 1.08854 3.87419  0.181
H: 0.74288 2.81005 3.55245  0.211
C: 1.15662 -0.34098 -3.09134  0.066
C: 2.33395 -0.63033 -3.84921  -0.088
C: 2.87190 0.35019 -4.73518  -0.128
C: 4.03159 0.11802 -5.46064  -0.222
C: 4.70305 -1.10740 -5.36533  -0.108
C: 4.19129 -2.09606 -4.51400  -0.206
C: 3.02356 -1.87667 -3.77913  -0.144
C: 0.61219 -1.16160 -2.09975  -0.314
C: -0.67484 -1.01139 -1.57834  0.087
C: -1.29341 -2.01425 -0.75482  -0.160
C: -2.69674 -2.25136 -0.79600  -0.115
C: -3.26635 -3.31760 -0.10518  -0.219
C: -2.47670 -4.16705 0.68152  -0.119
C: -1.09521 -3.94946 0.74003  -0.215
C: -0.51039 -2.89692 0.03531  -0.123
H: 0.60311 0.56125 -3.37157  0.226
H: 2.34976 1.30477 -4.81291  0.227
H: 4.42210 0.89826 -6.11235  0.241
H: 5.60267 -1.28725 -5.94922  0.240
H: 4.71251 -3.04434 -4.43011  0.237
H: 2.62726 -2.66868 -3.14079  0.220
H: 1.20465 -2.03056 -1.76559  0.223
H: -1.29888 -0.20242 -1.96259  0.229
H: -3.31213 -1.62483 -1.44795  0.226
H: -4.34239 -3.48685 -0.16774  0.239
H: -2.93649 -4.97190 1.25025  0.239
H: -0.47364 -4.60196 1.34349  0.237
H: 0.57319 -2.77090 0.05655  0.218

Entry 4:
DFT (ωB97M-V/def2-TZVPD) results for a cluster of 3 separate species, C5H10O in total.

## Properties
- highest occupied orbital energy (eV) = -8.7
- net charge = 0
- DFT total energy (eV) = -7387.5105
- LUMO (eV) = 0.15

Each line ends with the natural charge from an NBO analysis.
Atoms and positions in Å:
C: -1.47464 -1.01747 -0.34929  -0.643
C: -0.29206 -0.08338 -0.22771  0.060
C: 0.54785 0.01729 -1.47866  -0.655
C: -0.43289 1.04177 0.67268  -0.106
C: 0.91422 1.10162 1.20857  0.040
O: 0.36932 2.27057 0.71097  -0.441
H: -2.01673 -1.11796 0.59500  0.221
H: -1.15554 -2.01429 -0.66845  0.223
H: -2.16959 -0.62786 -1.10799  0.218
H: 0.49881 -0.86929 1.01661  -0.032
H: 1.13643 -0.89153 -1.63565  0.224
H: 1.22462 0.87557 -1.45623  0.227
H: -0.11435 0.13031 -2.34785  0.215
H: -1.25532 1.05707 1.38271  0.199
H: 0.80539 -0.27747 1.82421  0.084
H: 1.79632 0.81358 0.62673  0.167

Entry 5:
DFT (ωB97M-V/def2-TZVPD) results for the molecule C5H7NO2 at a distorted geometry.

## Properties
- highest occupied orbital energy (eV) = -7.2
- net charge = 0
- DFT total energy (eV) = -10881.7815
- SMILES string = CN1C=C(O)CC1=O
- LUMO (eV) = 0.71

Each line ends with the natural charge from an NBO analysis.
Atoms and positions in Å:
C: 1.98442 -0.99065 -0.30400  -0.405
N: 0.72453 -0.40142 0.06458  -0.498
C: 0.40499 0.88697 -0.14192  -0.087
C: -0.92992 1.07307 0.03256  0.202
O: -1.61712 2.24880 -0.12653  -0.685
C: -1.59957 -0.06107 0.75491  -0.571
C: -0.72340 -1.11755 0.17370  0.760
O: -0.88701 -2.28541 -0.05363  -0.518
H: 2.52205 -1.26608 0.60814  0.195
H: 1.82226 -1.90348 -0.88623  0.214
H: 2.59686 -0.29889 -0.89315  0.198
H: 1.08400 1.58001 -0.62870  0.203
H: -1.21808 2.75211 -0.85366  0.480
H: -2.62614 -0.19522 0.40807  0.250
H: -1.53786 -0.02118 1.84587  0.261

Entry 6:
DFT (ωB97M-V/def2-TZVPD) results for a structure of composition C2H5EuFO2 at a distorted geometry.

## Properties
- highest occupied orbital energy (alpha / beta) (eV) = -6.8 / -9.1
- net charge = 0
- DFT total energy (eV) = -28296.4876
- ⟨S²⟩ = 15.760
- spin multiplicity = 8
- LUMO (alpha / beta) (eV) = -0.27 / -0.27

Each line ends with the Mulliken spin population.
Atoms and positions in Å:
O: 0.50247 0.59191 -1.83485  -0.006
C: -0.54609 0.56159 -0.98396  -0.001
O: -0.15116 -0.33231 0.09762  -0.001
C: -0.81973 -0.17349 1.32822  0.000
Eu: 2.18365 -0.55939 -1.05904  7.012
H: -1.46391 0.12138 -1.42183  -0.003
H: -0.77406 1.54758 -0.52704  -0.001
H: -1.04543 -1.16289 1.75121  0.000
H: -1.75351 0.39479 1.19235  0.000
H: -0.16174 0.36966 2.01673  0.001
F: 4.02950 -1.35884 -0.55938  -0.003

Entry 7:
DFT (ωB97M-V/def2-TZVPD) results for a structure of composition C49H55AsBrIN5O4S3V at a distorted geometry.

## Properties
- highest occupied orbital energy (alpha / beta) (eV) = -9.9 / -9.1
- net charge = +1
- DFT total energy (eV) = -264514.2826
- ⟨S²⟩ = 0.933
- spin multiplicity = 2
- LUMO (alpha / beta) (eV) = -3.44 / -3.80

Each line ends with the Mulliken spin population.
Atoms and positions in Å:
V: -1.05836 -0.68555 -0.57804  1.322
C: 0.54098 -4.77599 -2.23606  0.001
C: -0.74076 -4.72809 -1.45576  0.006
N: -1.52661 -5.79461 -1.42908  -0.025
C: -2.67812 -5.75698 -0.73917  0.008
C: -3.08336 -4.67493 0.01517  -0.026
C: -4.34955 -4.76180 0.83541  -0.003
O: -4.37286 -5.89257 1.69509  -0.001
C: -2.25316 -3.54658 0.02381  0.076
C: -2.47456 -2.27837 0.70883  -0.212
N: -1.44314 -1.60185 1.21832  -0.070
C: -0.39046 -2.29360 1.86498  0.012
C: -0.70024 -3.30619 2.78390  -0.031
C: 0.27569 -3.91186 3.55102  0.001
C: 1.60426 -3.52030 3.42896  -0.005
C: 1.93430 -2.52788 2.52401  0.006
C: 0.94640 -1.92630 1.75506  0.010
I: 1.50793 -0.42894 0.39601  -0.013
C: -1.10209 -3.54029 -0.78599  -0.014
O: -0.46777 -2.40380 -1.03790  -0.022
H: 0.53039 -5.63013 -2.91046  0.000
H: 1.38915 -4.88220 -1.55393  0.000
H: 0.68617 -3.85228 -2.79596  0.000
H: -3.29145 -6.65116 -0.77950  0.000
H: -5.20701 -4.89419 0.17660  -0.001
H: -4.50095 -3.83673 1.40094  -0.003
H: -3.59245 -5.87797 2.25817  0.000
H: -3.45644 -1.82112 0.79252  -0.025
H: -1.74062 -3.58937 2.89962  -0.005
H: -0.00108 -4.68044 4.26150  -0.001
H: 2.37392 -3.98071 4.03556  0.000
H: 2.96274 -2.20634 2.41193  0.000
C: 4.23435 2.79409 0.71289  0.000
C: 4.06100 2.97043 -0.80193  0.000
S: 2.63426 2.05957 -1.49114  0.000
C: 1.43291 3.35821 -1.89936  0.000
C: 0.90914 4.22107 -0.76708  0.000
S: -0.21524 3.31452 0.34386  0.001
C: 0.50747 3.67619 1.97507  0.000
C: 1.84112 2.98244 2.24484  0.000
S: 3.29127 3.97240 1.73063  0.000
H: 5.27776 2.95121 0.98810  0.000
H: 3.94513 1.78785 1.01141  0.000
H: 4.93171 2.55598 -1.31234  0.000
H: 3.96506 4.02059 -1.07630  0.000
H: 0.62150 2.78403 -2.34284  -0.001
H: 1.87585 3.98796 -2.67457  0.000
H: 0.36094 5.06405 -1.19426  0.000
H: 1.72014 4.60682 -0.15820  0.000
H: -0.24230 3.31392 2.67949  0.000
H: 0.58683 4.75918 2.07739  0.000
H: 1.87489 2.03940 1.71067  0.001
H: 1.95293 2.78706 3.31155  0.000
O: -0.18355 0.14572 -2.32109  -0.002
As: -1.16255 0.37429 -3.66970  0.003
C: -0.24979 1.43628 -4.98201  0.000
C: -0.98670 2.03956 -5.99940  0.001
C: -0.33212 2.76754 -6.97888  0.000
C: 1.05341 2.89044 -6.93631  0.000
C: 1.78141 2.28686 -5.92110  0.000
C: 1.13188 1.54938 -4.93943  -0.002
C: -1.40789 -1.30646 -4.62191  -0.004
C: -1.74413 -2.48757 -3.96719  -0.001
C: -1.73817 -3.69235 -4.65118  0.001
C: -1.37111 -3.72950 -5.99031  0.000
C: -1.00498 -2.55939 -6.63764  0.000
C: -1.01991 -1.34729 -5.96176  -0.002
C: -2.53538 1.62542 -2.88868  0.020
C: -4.24743 1.75091 -1.56959  -0.006
C: -4.35854 3.14992 -1.03823  -0.002
C: -3.54419 4.15197 -1.35882  -0.001
C: -2.42301 4.08868 -2.30432  -0.004
C: -1.97189 3.02737 -2.97527  -0.003
H: -2.06732 1.93375 -6.02250  -0.001
H: -0.89832 3.23552 -7.77367  0.000
H: 1.56701 3.44970 -7.70816  0.000
H: 2.85959 2.38448 -5.89127  0.000
H: 1.68774 1.06783 -4.14400  0.000
H: -1.97573 -2.49080 -2.91618  0.027
H: -1.99950 -4.60393 -4.12454  0.000
H: -1.34512 -4.67345 -6.52046  0.000
H: -0.69168 -2.58408 -7.67435  0.000
H: -0.72760 -0.44898 -6.48128  0.000
H: -5.02939 1.11420 -1.16244  -0.001
H: -5.16264 3.33225 -0.33405  0.000
H: -3.71668 5.11922 -0.90246  0.000
H: -1.92055 5.03191 -2.49140  -0.001
H: -1.16615 3.18562 -3.67550  0.001
C: -3.25463 1.52218 2.45310  -0.007
N: -2.38127 1.37782 3.60180  -0.001
C: -2.99221 1.61566 4.90298  0.000
C: -1.94199 2.01089 5.92020  0.000
C: -0.82079 0.99332 5.87440  0.000
N: -0.28943 0.89378 4.52229  0.000
C: 1.06473 0.38593 4.40541  0.001
C: -1.06788 1.02531 3.40757  0.008
O: -0.61914 0.86527 2.26943  0.005
H: -3.47590 2.57581 2.25522  0.000
H: -4.19414 0.99621 2.63753  0.001
H: -2.76575 1.09303 1.58552  0.011
H: -3.52398 0.71836 5.23950  0.000
H: -3.72781 2.41269 4.78512  0.000
H: -2.37912 2.04977 6.91743  0.000
H: -1.54625 2.99916 5.67382  0.000
H: -1.17739 0.01699 6.22294  0.000
H: -0.00217 1.29957 6.52519  0.000
H: 1.74225 1.00617 4.99731  0.000
H: 1.37177 0.41338 3.36486  -0.001
H: 1.13112 -0.64463 4.76721  0.000
Br: -5.66809 0.44478 -5.19857  0.001
C: -4.62726 0.36066 -3.63948  0.003
C: -4.08359 1.64705 -3.12648  -0.002
C: -2.81502 1.17811 -1.42660  0.018
N: -2.75976 -0.26840 -1.25874  -0.038
C: -3.56056 -1.06864 -1.90870  0.029
C: -4.41973 -0.81915 -3.04872  -0.012
H: -4.43404 2.50176 -3.69327  0.000
H: -2.18670 1.66283 -0.67288  -0.012
H: -3.52477 -2.10235 -1.58650  -0.012
H: -4.87576 -1.70146 -3.47954  0.000